1.
Entry from the Open Molecules 2025 dataset: C5H6N2S3 as an isolated structure in a non-equilibrium geometry (ωB97M-V with the def2-TZVPD basis set).

Each line ends with the Mulliken charge.
Cartesian coordinates (Å):
C (1.586, 1.310, 0.048)  -0.200
C (2.784, 0.831, -0.210)  -0.457
C (1.076, -0.842, 0.308)  0.629
C (-1.579, -0.381, -0.857)  -0.428
C (-2.799, 0.501, 0.843)  -0.245
N (0.673, 0.427, 0.394)  -0.292
N (0.316, -1.831, 0.361)  -0.726
S (2.803, -0.871, 0.009)  -0.206
S (-3.268, -0.690, -0.245)  -0.086
S (-1.224, 1.007, 0.468)  0.014
H (1.154, 2.317, -0.061)  0.301
H (3.729, 1.368, -0.203)  0.359
H (-0.837, -1.220, -0.783)  0.408
H (-1.565, 0.199, -1.862)  0.371
H (-3.571, 0.693, 1.526)  0.359
H (0.721, -2.820, 0.265)  0.199

LUMO energy (alpha / beta) (eV): -0.54 / -0.54
Molar mass (g mol⁻¹): 190.318
HOMO-LUMO gap (alpha / beta) (eV): 6.7 / 6.7
HOMO energy (alpha / beta) (eV): -7.22 / -7.22
Maximum force (eV/Å): 4.87
ΔE to the lowest compared entry with this formula, charge and spin (kcal/mol): 78.9
2S+1: 1

2.
Entry from the Open Molecules 2025 dataset: a 2-piece molecular cluster, C2H8NOPS overall in a non-equilibrium geometry (ωB97M-V with the def2-TZVPD basis set).

Each line ends with the Mulliken charge.
Cartesian coordinates (Å):
C (1.798, -0.057, 0.210)  -1.001
C (-1.243, 1.958, -0.618)  -0.678
N (-1.304, -2.231, 0.792)  -0.412
O (-1.207, -1.179, -1.574)  -0.580
P (-0.825, -1.017, -0.163)  0.657
S (-1.671, 0.792, 0.730)  -0.198
H (1.486, 0.699, 0.847)  0.351
H (2.059, -1.028, 0.753)  0.323
H (2.390, 0.227, -0.588)  0.298
H (-1.847, 2.896, -0.535)  0.310
H (-1.500, 1.373, -1.639)  0.236
H (-0.144, 2.139, -0.556)  0.218
H (-1.341, -3.091, 0.263)  0.251
H (-1.441, -2.272, 1.819)  0.225

LUMO energy (alpha / beta) (eV): -0.51 / -0.17
Molar mass (g mol⁻¹): 125.133
HOMO-LUMO gap (alpha / beta) (eV): 8.0 / 7.8
HOMO energy (alpha / beta) (eV): -8.48 / -7.94
Maximum force (eV/Å): 4.85
ΔE to the lowest compared entry with this formula, charge and spin (kcal/mol): 93.9
2S+1: 1

3.
Entry from the Open Molecules 2025 dataset: C44H32BF9NO2PReS as an isolated structure in a non-equilibrium geometry (ωB97M-V with the def2-TZVPD basis set).

Each line ends with the Löwdin spin population.
Cartesian coordinates (Å):
Re (-0.260, 1.715, 1.283)  2.674
C (4.958, -3.243, 1.608)  0.000
C (4.310, -2.448, 0.457)  0.000
C (5.159, -2.623, -0.813)  0.000
C (2.917, -3.027, 0.198)  0.000
C (4.261, -0.979, 0.847)  0.001
C (5.466, -0.257, 0.975)  0.001
C (5.497, 1.089, 1.263)  0.001
C (4.287, 1.751, 1.440)  0.003
S (3.986, 3.442, 1.689)  0.017
C (2.295, 3.138, 1.625)  0.023
N (1.966, 1.870, 1.490)  0.034
C (3.077, 1.051, 1.356)  0.007
C (3.067, -0.313, 1.068)  0.004
C (1.274, 4.158, 1.427)  0.012
C (1.486, 5.518, 1.621)  0.000
C (0.562, 6.434, 1.144)  0.026
C (-0.565, 6.005, 0.450)  -0.007
C (-0.825, 4.651, 0.305)  0.022
C (0.056, 3.716, 0.840)  -0.054
H (5.011, -4.295, 1.327)  0.000
H (4.363, -3.157, 2.520)  0.000
H (5.968, -2.895, 1.822)  0.000
H (5.110, -3.662, -1.139)  0.000
H (6.208, -2.386, -0.639)  0.000
H (4.794, -1.986, -1.622)  0.000
H (3.016, -4.046, -0.178)  0.000
H (2.374, -2.444, -0.553)  0.000
H (2.332, -3.071, 1.118)  0.000
H (6.405, -0.770, 0.819)  0.000
H (6.435, 1.624, 1.323)  0.000
H (2.115, -0.819, 0.976)  0.001
H (2.379, 5.858, 2.133)  -0.001
H (0.731, 7.492, 1.290)  0.001
H (-1.254, 6.726, 0.031)  -0.001
H (-1.718, 4.324, -0.207)  0.000
O (-3.132, 2.629, 0.333)  0.028
B (-2.377, 1.970, 1.300)  0.035
O (-3.224, 1.413, 2.247)  0.036
C (-4.502, 1.711, 1.860)  0.015
C (-5.705, 1.373, 2.449)  0.004
C (-6.851, 1.814, 1.808)  0.012
C (-6.793, 2.561, 0.625)  0.016
C (-5.584, 2.896, 0.036)  0.001
C (-4.445, 2.458, 0.679)  0.016
H (-5.746, 0.803, 3.367)  0.000
H (-7.819, 1.579, 2.229)  0.000
H (-7.716, 2.885, 0.164)  0.001
H (-5.535, 3.469, -0.881)  0.000
F (-0.135, -5.008, 4.282)  0.000
C (-0.145, -5.227, 2.965)  0.000
F (1.022, -5.803, 2.630)  0.000
F (-1.126, -6.091, 2.684)  0.000
C (-0.321, -3.943, 2.188)  0.001
C (-0.077, -2.719, 2.786)  0.001
C (-0.189, -1.563, 2.032)  0.009
C (-0.548, -1.626, 0.687)  0.006
C (-0.839, -2.861, 0.109)  0.000
C (-0.714, -4.018, 0.856)  0.001
P (-0.682, -0.090, -0.277)  0.022
C (-2.334, -0.146, -1.013)  0.007
C (-3.386, -0.754, -0.326)  -0.001
C (-4.660, -0.739, -0.868)  0.001
C (-4.874, -0.112, -2.088)  -0.004
C (-3.836, 0.505, -2.771)  0.001
C (-2.561, 0.492, -2.230)  -0.002
C (-6.264, -0.126, -2.682)  0.000
F (-7.198, 0.003, -1.728)  0.000
F (-6.488, -1.283, -3.318)  0.000
F (-6.432, 0.871, -3.561)  0.000
C (0.502, -0.118, -1.650)  0.003
C (1.514, 0.840, -1.703)  0.009
C (2.509, 0.745, -2.660)  0.001
C (2.487, -0.306, -3.564)  0.000
C (1.443, -1.221, -3.567)  0.001
C (0.445, -1.124, -2.613)  -0.001
C (3.622, -0.446, -4.553)  0.000
F (3.627, -1.656, -5.122)  0.000
F (4.800, -0.275, -3.928)  0.000
F (3.537, 0.473, -5.521)  0.000
H (0.201, -2.677, 3.831)  0.000
H (0.008, -0.601, 2.507)  0.008
H (-1.185, -2.933, -0.912)  0.000
H (-0.930, -4.979, 0.409)  0.000
H (-3.216, -1.241, 0.626)  0.000
H (-5.484, -1.205, -0.344)  0.000
H (-4.024, 0.992, -3.718)  0.000
H (-1.744, 0.974, -2.753)  0.000
H (1.509, 1.663, -0.997)  0.006
H (3.309, 1.473, -2.695)  0.000
H (1.413, -2.010, -4.305)  0.000
H (-0.374, -1.828, -2.633)  0.000

Expectation value of S²: 3.8078
LUMO energy (alpha / beta) (eV): -8.17 / -8.42
Molar mass (g mol⁻¹): 1037.787
HOMO-LUMO gap (alpha / beta) (eV): 5.4 / 5.0
HOMO energy (alpha / beta) (eV): -13.57 / -13.46
Maximum force (eV/Å): 1.71
Charge: +2
2S+1: 4

4.
Entry from the Open Molecules 2025 dataset: C23H44CeNP3S as an isolated structure in a non-equilibrium geometry (ωB97M-V with the def2-TZVPD basis set).

Each line ends with the Löwdin spin population.
Cartesian coordinates (Å):
Ce (0.441, -0.987, -0.304)  0.075
P (-0.660, 1.497, 1.442)  0.001
P (-2.552, -0.931, -0.147)  0.002
P (2.550, 1.038, 0.126)  0.001
H (0.843, -2.607, -5.732)  0.016
C (1.823, -2.433, -5.270)  0.431
C (2.134, -3.138, -4.144)  0.139
H (1.318, -3.770, -3.785)  -0.002
C (-1.057, 3.042, 0.497)  0.000
C (-2.162, 1.504, 2.509)  0.000
C (0.364, 2.260, 2.775)  0.000
C (-3.095, -2.330, -1.218)  0.001
C (-3.854, -1.033, 1.142)  0.000
C (-3.139, 0.536, -1.075)  0.001
C (3.886, 0.588, -1.064)  0.004
C (3.538, 1.131, 1.674)  -0.001
C (2.392, 2.837, -0.264)  0.000
H (2.494, -1.730, -5.741)  0.016
H (3.162, -3.349, -3.841)  0.006
H (-1.377, 3.799, 1.233)  0.000
H (-1.873, 2.843, -0.209)  0.000
H (-0.169, 3.391, -0.046)  0.000
H (-2.148, 2.449, 3.078)  0.000
H (-2.095, 0.666, 3.216)  0.000
H (-3.094, 1.458, 1.927)  0.000
H (-0.300, 2.961, 3.307)  0.000
H (1.227, 2.819, 2.387)  0.000
H (0.685, 1.476, 3.471)  0.000
H (-4.181, -2.268, -1.389)  0.000
H (-2.876, -3.274, -0.696)  0.000
H (-2.551, -2.297, -2.172)  0.000
H (-4.740, -0.471, 0.819)  0.000
H (-3.523, -0.642, 2.110)  0.000
H (-4.143, -2.084, 1.273)  0.000
H (-4.095, 0.276, -1.542)  0.000
H (-2.422, 0.815, -1.856)  0.000
H (-3.296, 1.400, -0.418)  0.000
H (4.498, 1.485, -1.229)  0.000
H (3.467, 0.221, -2.016)  0.001
H (4.486, -0.212, -0.607)  0.000
H (4.220, 1.996, 1.622)  0.000
H (4.123, 0.205, 1.782)  0.000
H (2.863, 1.238, 2.538)  0.000
H (3.400, 3.204, -0.523)  0.000
H (2.003, 3.422, 0.586)  0.000
H (1.720, 2.949, -1.129)  0.000
C (0.457, -0.863, -3.360)  0.023
C (0.626, 0.380, -3.980)  0.010
C (-0.336, 0.807, -4.897)  0.000
C (-1.397, -0.031, -5.264)  0.010
C (-1.588, -1.257, -4.613)  0.006
C (-0.658, -1.682, -3.663)  0.003
S (1.798, -1.564, -2.514)  0.248
H (0.118, 0.567, -1.433)  0.006
H (1.560, 0.885, -3.793)  0.000
H (-0.251, 1.782, -5.383)  0.000
H (-2.097, 0.309, -6.031)  0.000
H (-2.427, -1.915, -4.853)  0.000
H (-0.594, -2.725, -3.359)  0.000
N (0.476, -2.145, 2.182)  0.002
C (0.474, -1.456, 3.468)  0.000
C (1.666, -0.956, 3.995)  0.000
C (1.651, -0.223, 5.194)  0.000
C (0.449, -0.038, 5.893)  0.000
C (-0.748, -0.540, 5.356)  0.000
C (-0.730, -1.270, 4.153)  0.000
H (1.348, -2.675, 2.090)  0.000
H (-0.310, -2.799, 2.159)  0.000
H (2.607, -1.132, 3.465)  0.000
H (2.585, 0.174, 5.607)  0.000
H (0.440, 0.501, 6.847)  0.000
H (-1.700, -0.400, 5.894)  0.000
H (-1.659, -1.689, 3.746)  0.000

Expectation value of S²: 0.7683
LUMO energy (alpha / beta) (eV): -10.83 / -11.16
Molar mass (g mol⁻¹): 599.717
HOMO-LUMO gap (alpha / beta) (eV): 5.9 / 5.6
HOMO energy (alpha / beta) (eV): -16.75 / -16.76
Maximum force (eV/Å): 2.04
Charge: +3
ΔE to the lowest compared entry with this formula, charge and spin (kcal/mol): 32.6
2S+1: 2

5.
Entry from the Open Molecules 2025 dataset: one molecule with the formula C22H21N5O6S2 in a non-equilibrium geometry (ωB97M-V with the def2-TZVPD basis set).

Each line ends with the Mulliken charge.
Cartesian coordinates (Å):
C (-3.930, -3.450, 0.151)  -0.928
H (-3.795, -3.765, 1.191)  0.351
O (-4.312, -2.098, 0.063)  -0.450
C (-3.440, -1.143, 0.513)  1.441
C (-2.212, -1.456, 1.082)  -0.536
C (-1.334, -0.463, 1.491)  0.147
C (-1.665, 0.878, 1.312)  -0.775
C (-2.886, 1.210, 0.752)  -0.209
C (-3.800, 0.206, 0.361)  0.656
O (-4.945, 0.695, -0.180)  -0.453
C (-6.083, -0.122, -0.344)  -0.919
H (-6.341, -0.644, 0.579)  0.331
H (-5.950, -0.852, -1.145)  0.260
H (-6.886, 0.566, -0.608)  0.289
O (-3.308, 2.480, 0.519)  -0.457
C (-2.459, 3.546, 0.874)  -0.901
H (-2.277, 3.573, 1.953)  0.360
H (-1.504, 3.496, 0.343)  0.311
H (-2.991, 4.449, 0.578)  0.236
H (-0.955, 1.652, 1.554)  0.401
C (0.000, -0.869, 1.989)  0.264
O (0.572, -1.873, 1.599)  -0.716
N (0.548, -0.047, 2.927)  -0.222
H (0.080, 0.823, 3.125)  0.282
C (1.979, -0.055, 3.145)  -0.918
C (2.616, 0.748, 2.062)  0.919
N (2.407, 1.996, 1.793)  -0.398
N (3.060, 2.278, 0.650)  -0.467
C (3.627, 1.176, 0.269)  0.468
S (4.686, 0.965, -1.075)  -0.257
C (4.207, -0.691, -1.714)  -0.371
C (3.788, -1.705, -0.670)  0.321
O (4.573, -2.370, -0.042)  -0.633
N (2.435, -1.922, -0.567)  0.185
C (1.419, -1.113, -0.996)  -0.221
N (1.492, 0.159, -1.126)  0.264
C (0.319, 0.700, -1.570)  -1.135
C (0.085, 2.053, -1.780)  -0.425
C (-1.161, 2.443, -2.227)  -0.638
C (-2.167, 1.510, -2.465)  -0.573
C (-1.952, 0.161, -2.256)  -0.438
C (-0.707, -0.240, -1.805)  1.208
S (-0.134, -1.842, -1.436)  -0.272
H (-2.729, -0.564, -2.441)  0.448
H (-3.134, 1.844, -2.806)  0.376
H (-1.361, 3.490, -2.399)  0.450
H (0.877, 2.759, -1.586)  0.512
H (2.153, -2.666, 0.066)  0.342
H (3.422, -0.527, -2.450)  0.270
H (5.116, -1.054, -2.195)  0.426
O (3.399, 0.162, 1.133)  -0.173
H (2.203, 0.368, 4.125)  0.464
H (2.335, -1.086, 3.080)  0.332
H (-1.901, -2.479, 1.208)  0.578
H (-3.013, -3.646, -0.412)  0.324
H (-4.753, -4.011, -0.290)  0.269

LUMO energy (eV): 0.48
Structure (SMILES): COc1cc(C(=O)NCc2nnc(SCC(=O)Nc3nc4ccccc4s3)o2)cc(OC)c1OC
Molar mass (g mol⁻¹): 515.573
HOMO-LUMO gap (eV): 8.6
HOMO energy (eV): -8.17
Maximum force (eV/Å): 1.61
2S+1: 1